Molecular formula: C4H16IN8O4
Method: DFT, ωB97M-V/def2-TZVPD

Each line ends with the Mulliken charge.
CARTESIAN COORDINATES (ANGSTROEM)
I: -1.6501 -0.3546 -0.7032  -0.64
C: -4.4366 2.4689 1.6105  0.68
O: -3.5332 3.1997 1.2541  -0.65
N: -4.4898 1.1970 1.5183  -0.27
N: -5.3490 2.8484 2.5283  -0.39
H: -5.3227 0.7241 1.8388  0.14
H: -3.7956 0.7434 0.9417  0.09
H: -6.0634 2.1868 2.7964  0.12
H: -5.4527 3.7666 2.9360  0.18
C: 1.1320 -3.5023 -2.6375  0.70
O: 1.7058 -4.5124 -2.9998  -0.73
N: 1.4446 -2.2676 -2.9403  -0.24
N: 0.3240 -3.4094 -1.6650  -0.25
H: 0.7325 -1.6452 -2.5857  0.07
H: 2.1449 -1.9646 -3.6020  0.15
H: -0.1350 -2.5396 -1.4348  0.01
H: 0.2622 -4.2271 -1.0753  0.17
C: 1.6109 -1.7157 2.6230  0.64
O: 0.8744 -2.6463 2.9405  -0.71
N: 1.1891 -0.9038 1.7381  -0.16
N: 2.7749 -1.4569 3.1309  -0.42
H: 1.7967 -0.1201 1.5461  0.10
H: 0.2429 -0.9297 1.3859  0.06
H: 3.1932 -2.0777 3.8090  0.23
H: 3.4566 -0.9537 2.5813  0.19
C: 2.0306 2.0028 -2.3173  0.56
O: 1.5823 1.5269 -3.3037  -0.64
N: 1.5954 1.7324 -1.1540  -0.23
N: 2.9924 2.8578 -2.3491  -0.42
H: 1.7013 2.4466 -0.4478  0.20
H: 0.7894 1.1240 -1.1752  0.07
H: 3.3491 3.2943 -1.5110  0.15
H: 3.3029 3.1069 -3.2773  0.23

HOMO-LUMO gap (eV): 7.5
Total charge: -1
Highest occupied orbital energy (eV): -4.83
Energy relative to the best compared isomer or geometry (same formula, charge and spin) (kJ/mol): 350.6
2S+1: 1
Lowest unoccupied orbital energy (eV): 2.68

---

Molecular formula: C4H12NOS
Method: DFT, ωB97M-V/def2-TZVPD

Each line ends with the Mulliken charge.
CARTESIAN COORDINATES (ANGSTROEM)
C: 1.8524 -0.2924 0.6481  -1.13
C: -1.4872 -1.6078 0.7507  -1.37
C: 1.3980 0.4515 -0.5253  -0.78
C: -1.5017 -0.4864 -0.2498  0.76
N: 1.2734 1.8784 -0.4012  -0.17
O: -2.0770 -0.5789 -1.4650  -0.48
S: -1.8976 1.0483 0.3170  -0.31
H: 1.8480 -1.2758 0.1923  0.27
H: 2.8253 -0.0643 0.8922  0.54
H: 1.2974 -0.3407 1.5605  0.31
H: -2.4869 -2.0288 0.9618  0.41
H: -1.2365 -1.2575 1.7445  0.39
H: -0.6909 -2.3081 0.4180  0.32
H: 0.9428 -0.0204 -1.2839  0.81
H: 1.3426 2.3640 -1.2692  0.38
H: 2.1498 2.1927 0.2242  0.44
H: 0.3019 2.1580 -0.0383  0.16
H: -2.1913 -1.4801 -1.6792  0.32
H: -1.6625 1.6483 -0.7974  0.13

HOMO-LUMO gap (spin up / spin down) (eV): 9.6 / 6.3
Total charge: +1
Highest occupied orbital energy (spin up / spin down) (eV): -13.14 / -10.85
Energy relative to the best compared isomer or geometry (same formula, charge and spin) (kJ/mol): 441.3
2S+1: 1
Lowest unoccupied orbital energy (spin up / spin down) (eV): -3.54 / -4.50

---

Molecular formula: C16H18Cl4N2O4
Method: DFT, ωB97M-V/def2-TZVPD

Each line ends with the Mulliken charge.
CARTESIAN COORDINATES (ANGSTROEM)
O: -23.6206 -0.4078 -22.8403  -0.56
N: -24.1050 -1.0098 -23.7738  0.96
O: -25.2354 -0.8507 -24.1789  -0.59
C: -23.2536 -1.9844 -24.4617  0.16
C: -22.0628 -2.3958 -23.8864  -0.10
C: -21.2693 -3.2673 -24.5933  -0.41
C: -21.6068 -3.6917 -25.8764  -0.56
C: -22.8209 -3.2699 -26.4140  -0.34
C: -23.6795 -2.4506 -25.6929  -0.56
H: -21.7745 -2.0728 -22.8971  0.41
H: -20.3379 -3.6010 -24.1504  0.37
H: -21.0157 -4.3506 -26.4956  0.39
H: -23.0666 -3.6009 -27.4148  0.36
H: -24.6152 -2.1366 -26.1284  0.44
O: -21.3247 -3.1332 -17.1874  -0.58
N: -22.3539 -3.7786 -17.2158  0.98
O: -23.3860 -3.4379 -16.6884  -0.55
C: -22.3333 -5.0721 -17.9106  0.21
C: -21.1395 -5.6909 -18.2167  -0.37
C: -21.1516 -6.8423 -18.9696  -0.42
C: -22.3612 -7.3358 -19.4539  -0.42
C: -23.5518 -6.6679 -19.1877  -0.48
C: -23.5534 -5.5334 -18.4011  -0.36
H: -20.1889 -5.2867 -17.8949  0.42
H: -20.2254 -7.3646 -19.1652  0.38
H: -22.4110 -8.2698 -19.9992  0.38
H: -24.4913 -7.0910 -19.5187  0.37
H: -24.4599 -4.9918 -18.1811  0.44
Cl: -19.7710 0.4489 -20.2189  -0.23
C: -21.4850 -0.0005 -20.2857  0.08
C: -22.0896 0.0597 -18.9024  -0.27
Cl: -23.7074 -0.6897 -18.9260  -0.22
H: -21.5590 -1.0084 -20.7001  0.07
H: -22.0264 0.5904 -21.0209  0.11
H: -22.2851 1.0933 -18.6197  0.08
H: -21.4459 -0.4004 -18.1590  0.38
Cl: -23.3944 3.0800 -21.0076  -0.15
C: -22.9681 4.2720 -19.7482  -0.53
C: -24.1701 4.6871 -18.9148  -0.38
Cl: -24.7549 3.4135 -17.8446  -0.16
H: -22.5099 5.1176 -20.2497  0.38
H: -22.2550 3.7476 -19.1150  0.27
H: -24.9789 4.9574 -19.5887  0.31
H: -23.8548 5.5154 -18.2845  0.29

HOMO-LUMO gap (eV): 9.7
Total charge: 0
SMILES: O=[N+]([O-])c1ccccc1.O=[N+]([O-])c1ccccc1.ClCCCl.ClCCCl
Highest occupied orbital energy (eV): -10.17
Energy relative to the best compared isomer or geometry (same formula, charge and spin) (kJ/mol): 0.0
2S+1: 1
Lowest unoccupied orbital energy (eV): -0.44

---

Molecular formula: C4H36N2O12
Method: DFT, ωB97M-V/def2-TZVPD

Each line ends with the Mulliken charge.
CARTESIAN COORDINATES (ANGSTROEM)
C: -2.3624 -0.5308 -2.3508  -0.48
N: -1.4632 -1.6739 -2.3412  -0.32
C: -1.6372 0.7505 -2.7593  -1.15
C: -0.8070 1.3769 -1.5042  0.76
C: -1.7257 1.5242 -0.2871  0.99
N: -2.7893 2.5131 -0.4816  -0.64
H: -2.8645 -0.3229 -1.4047  0.21
H: -3.2294 -0.7287 -3.0239  0.41
H: -1.6063 -2.3463 -3.0717  0.25
H: -0.5272 -1.3202 -2.2457  0.02
H: -2.2809 1.5989 -3.0724  0.57
H: -0.8136 0.6808 -3.4803  0.41
H: -0.3331 2.2857 -1.9050  0.56
H: 0.0733 0.7862 -1.2340  -0.81
H: -2.1887 0.5534 -0.1911  -0.74
H: -1.3328 1.8113 0.7047  -0.39
H: -3.0434 2.6649 -1.4500  0.26
H: -2.4692 3.4417 -0.2260  0.27
H: 0.6304 0.1953 4.1578  0.34
H: -0.3085 0.4741 3.0207  0.29
O: -0.1798 -0.1422 3.7587  -0.67
H: -1.5394 -2.0801 2.3086  0.33
H: -2.6018 -2.3127 1.1631  0.27
O: -2.1316 -1.6406 1.6768  -0.72
H: -4.0570 0.8636 1.3638  0.33
H: -3.3073 -0.3509 1.9054  0.42
O: -3.8699 0.3983 2.1942  -0.68
H: -0.6868 -1.3445 0.7072  0.34
H: 0.3111 -1.5227 -0.6126  0.06
O: 0.1739 -1.1586 0.2838  -0.35
H: 1.7203 2.8291 0.7150  0.34
H: 2.3062 1.5956 0.7914  0.32
O: 2.5624 2.4618 0.3872  -0.68
H: 2.8239 0.2346 -1.1822  0.38
H: 1.9851 1.4898 -1.2007  0.28
O: 2.4497 0.8776 -1.7988  -0.70
H: 0.5976 -2.1032 1.6144  0.40
H: 0.6445 -1.6592 3.0853  0.40
O: 0.8353 -2.4365 2.5146  -0.71
H: 2.3278 -2.5909 -0.0418  0.32
H: 2.5668 -3.2661 1.2049  0.36
O: 3.0687 -3.0352 0.4081  -0.66
H: -1.0063 3.4089 3.5903  0.37
H: -0.3221 2.7628 2.4508  0.19
O: -0.1181 3.1500 3.3107  -0.65
H: 2.9846 -0.7775 2.0124  0.31
H: 1.6069 -0.3325 1.1685  0.35
O: 2.5115 -0.1471 1.4605  -0.70
H: 2.4146 -2.0520 -2.4797  0.28
H: 1.6830 -0.6863 -2.1545  0.45
O: 1.7270 -1.6373 -1.9491  -0.81
H: 4.6807 -1.6127 -1.6422  0.34
H: 4.4348 -0.0650 -1.6641  0.31
O: 4.4827 -0.8523 -2.2041  -0.63

HOMO-LUMO gap (eV): 9.5
Total charge: 0
Highest occupied orbital energy (eV): -9.58
Energy relative to the best compared isomer or geometry (same formula, charge and spin) (kJ/mol): 87.5
2S+1: 1
Lowest unoccupied orbital energy (eV): -0.06